Entry 1:
Computed, not measured: 3 unconnected molecules or ions with the total composition C3H10NO4S, with ωB97M-V/def2-TZVPD.

Calculated values
Orbital gap (alpha / beta), eV: 10.182 / 5.805
Multiplicity: 2
E_HOMO (alpha / beta), eV: -10.0132 / -9.9399
Expectation value of S²: 0.78
E_tot, a.u.: -874.1189
Total charge: 0

The geometry in XYZ format:
```
19
Properties=species:S:1:pos:R:3:forces:R:3:mulliken_spin:R:1
S 0.010 2.120 -0.417 0.62 0.83 -0.06 0.012
O 0.645 -1.731 -1.959 0.53 0.17 -0.06 0.556
O 1.778 0.839 2.760 -0.20 -0.46 -0.31 0.000
O 3.085 -1.571 0.043 -0.39 -0.27 0.35 0.001
O 0.441 -1.561 0.300 -0.37 0.55 0.01 -0.051
N -1.042 -0.602 -1.220 0.39 0.69 -0.84 0.521
C -1.974 0.158 -0.418 1.36 0.01 0.84 -0.021
C -1.743 1.678 -0.438 0.30 -0.62 -0.15 0.049
C 0.148 -1.310 -0.856 -1.49 -0.75 0.05 -0.049
H -2.297 2.194 0.343 0.10 -0.36 0.35 -0.005
H 2.245 -2.012 -0.171 0.50 0.00 -0.45 0.000
H -1.709 -0.143 0.600 -0.85 -0.38 0.03 0.002
H 2.839 -1.358 0.951 0.57 0.28 0.08 0.000
H -2.956 -0.099 -0.803 -0.31 -0.06 0.52 0.016
H 1.970 -0.106 2.754 0.22 0.06 0.32 0.000
H -1.080 -0.491 -2.230 -0.13 -0.17 0.06 -0.025
H 0.681 1.034 0.007 -0.56 -0.19 0.08 -0.003
H -2.113 2.094 -1.347 -0.22 0.29 -0.89 -0.001
H 1.074 0.865 2.101 -0.07 0.38 0.07 0.000
```
Positions in Å, forces in eV/Å.

=====

Entry 2:
Computed, not measured: 5 unconnected molecules or ions with the total composition C12H32FO4, with ωB97M-V/def2-TZVPD.

Calculated values
Orbital gap, eV: 6.972
Multiplicity: 1
E_HOMO, eV: -4.0237
E_tot, a.u.: -877.2013
Total charge: -1

The geometry in XYZ format:
```
49
Properties=species:S:1:pos:R:3:forces:R:3:mulliken_charge:R:1
F -15.472 16.096 -16.801 0.23 0.02 -0.29 -0.964
O -14.560 14.318 -12.657 -0.92 -0.48 -0.21 -0.567
O -11.947 18.755 -17.469 1.24 0.44 -0.02 -0.583
O -15.313 12.316 -18.550 0.70 -0.86 -0.12 -0.549
O -16.464 17.689 -20.626 -1.63 -0.12 -0.18 -0.582
C -10.075 17.890 -18.795 0.18 0.32 -0.32 -1.144
C -15.373 11.940 -19.922 -0.59 -0.74 0.56 0.632
C -16.727 12.411 -20.441 -0.01 -0.02 -0.42 -1.212
C -15.127 10.389 -20.096 -0.70 1.22 -0.31 -1.359
C -14.819 14.458 -10.240 -0.09 0.08 -0.53 -1.225
C -9.659 19.130 -16.571 -0.95 -0.16 0.77 -1.294
C -12.616 14.898 -11.518 -0.56 0.53 0.16 -1.192
C -14.166 14.997 -11.489 1.77 -0.16 -1.23 0.400
C -10.599 18.223 -17.403 -0.17 -0.01 -0.10 0.518
C -14.543 17.391 -21.911 1.09 0.23 -0.11 -1.197
C -16.220 19.114 -22.600 0.37 0.01 0.19 -1.380
C -15.538 18.391 -21.404 -0.78 0.21 -0.69 0.579
H -15.339 13.273 -18.479 -0.03 0.40 0.19 0.310
H -10.724 17.274 -16.881 0.44 -0.10 0.29 0.228
H -12.538 17.998 -17.489 -0.37 -0.08 0.07 0.329
H -14.395 14.985 -13.328 -0.30 -0.42 -0.81 0.323
H -12.272 13.869 -11.623 -0.18 -0.25 1.09 0.324
H -14.700 15.226 -9.476 -0.10 -0.33 0.33 0.349
H -17.037 19.761 -22.282 -0.14 -0.25 0.00 0.332
H -10.819 17.323 -19.355 0.03 -0.08 0.05 0.282
H -16.752 13.479 -20.658 0.39 0.08 -0.21 0.329
H -16.508 18.457 -23.421 -0.54 -0.47 0.43 0.346
H -12.183 15.268 -12.448 -0.43 0.77 -0.08 0.336
H -16.964 11.858 -21.349 -0.40 0.11 -0.07 0.321
H -15.143 19.163 -20.744 0.75 0.12 -0.24 0.210
H -13.703 17.935 -22.342 0.39 -0.20 0.03 0.352
H -10.144 19.283 -15.608 -0.23 0.03 0.10 0.316
H -17.502 12.326 -19.679 0.04 -0.64 -0.01 0.323
H -14.927 16.736 -22.692 -0.39 0.11 0.06 0.317
H -9.138 17.333 -18.779 -0.04 -0.30 0.31 0.336
H -8.715 18.667 -16.284 0.09 -0.25 -0.54 0.367
H -15.835 9.735 -19.587 0.19 0.29 0.76 0.348
H -14.575 12.415 -20.494 0.17 0.19 -0.06 0.161
H -14.431 16.034 -11.692 -0.12 0.37 0.77 0.300
H -15.873 14.278 -10.452 -0.09 0.24 0.12 0.315
H -12.260 15.511 -10.690 0.74 -0.48 0.17 0.330
H -15.516 19.751 -23.135 0.42 0.27 0.43 0.376
H -9.826 18.772 -19.385 -0.30 0.32 0.08 0.302
H -9.464 20.144 -16.922 -0.09 -0.18 -0.63 0.332
H -14.405 13.495 -9.943 0.23 0.12 0.14 0.303
H -15.366 10.136 -21.129 0.41 0.23 -0.36 0.367
H -16.070 17.410 -19.796 0.15 -0.08 0.32 0.321
H -14.083 10.144 -19.900 -0.19 -0.13 0.21 0.318
H -14.225 16.756 -21.084 0.31 0.07 -0.05 0.315
```
Positions in Å, forces in eV/Å.

=====

Entry 3:
Computed, not measured: 2 unconnected molecules or ions with the total composition C2H2F3N2, with ωB97M-V/def2-TZVPD.

Calculated values
Orbital gap (alpha / beta), eV: 6.903 / 6.905
Multiplicity: 1
E_HOMO (alpha / beta), eV: -14.2748 / -14.2760
E_tot, a.u.: -486.0739
Total charge: +1

The geometry in XYZ format:
```
9
Properties=species:S:1:pos:R:3:forces:R:3:mulliken_charge:R:1
F 1.342 0.237 1.286 -1.23 0.27 -1.85 -0.206
F 1.156 1.996 -0.576 0.00 2.17 0.44 -0.159
F 1.008 -1.407 -0.043 -1.01 0.22 -0.74 -0.209
N -1.416 0.035 0.339 -2.08 -0.13 0.06 0.167
N -2.026 -0.841 0.630 1.68 1.40 0.23 0.200
C 0.881 -0.090 0.033 2.95 -1.03 1.44 0.486
C 0.851 0.810 -0.966 0.78 -1.03 2.06 -0.080
H 0.621 0.774 -1.976 -0.56 -0.91 -1.69 0.412
H -2.417 -1.515 1.273 -0.54 -0.96 0.05 0.389
```
Positions in Å, forces in eV/Å.

=====

Entry 4:
Computed, not measured: a gas-phase ion, C2H2FO3S (charge -1), with ωB97M-V/def2-TZVPD.

Calculated values
Orbital gap, eV: 8.185
Multiplicity: 1
E_HOMO, eV: -3.9689
E_tot, a.u.: -801.1491
Total charge: -1

The geometry in XYZ format:
```
9
Properties=species:S:1:pos:R:3:forces:R:3:mulliken_charge:R:1
S 3.165 -0.056 0.300 0.84 -0.30 1.42 0.475
F 1.014 2.501 -0.553 0.68 1.27 -0.08 -0.205
O 1.879 0.840 1.212 -3.14 1.40 -4.77 -0.473
O 2.879 -1.483 0.564 -0.35 0.57 -0.33 -0.563
O 2.925 0.370 -1.079 -0.22 -0.01 -0.56 -0.561
C -0.144 0.510 -0.567 0.00 -2.07 -0.30 -0.521
C 0.805 1.322 -0.096 1.11 -3.86 3.67 0.427
H -0.646 0.724 -1.535 0.33 0.47 0.90 0.217
H -0.305 -0.610 -0.287 0.76 2.53 0.04 0.205
```
Positions in Å, forces in eV/Å.

=====

Entry 5:
Computed, not measured: 2 unconnected molecules or ions with the total composition C11H20N3O, with ωB97M-V/def2-TZVPD.

Calculated values
Orbital gap, eV: 8.804
Multiplicity: 1
E_HOMO, eV: -13.5894
E_tot, a.u.: -670.2400
Total charge: +1

The geometry in XYZ format:
```
35
Properties=species:S:1:pos:R:3:forces:R:3:mulliken_charge:R:1
O 0.316 -1.132 -2.259 1.62 0.55 1.19 -0.505
N 0.125 1.699 -1.188 3.50 0.65 0.64 -0.136
N -1.817 1.262 0.000 -0.22 -0.30 -0.06 -0.422
N 2.222 -0.481 -0.960 -2.01 -0.38 -1.13 -0.393
C -2.272 -0.610 1.229 1.37 -1.33 -1.15 -1.646
C -4.039 1.114 1.216 0.56 -1.92 -0.07 -1.577
C 2.905 -2.012 0.856 -2.00 2.50 -0.03 -1.504
C -3.570 -0.268 -0.858 -2.22 -0.78 -1.37 -1.853
C 1.665 1.959 0.883 -1.22 -4.29 -1.08 -0.789
C 1.274 -0.892 -1.593 -0.17 -0.29 -0.28 0.738
C 0.978 1.617 -0.178 -1.83 1.94 -1.57 0.681
C 3.255 -0.809 -0.026 1.16 1.86 1.28 0.947
C -2.983 0.344 0.319 0.61 2.85 2.16 1.732
C 4.655 -0.824 -0.767 -0.38 -3.29 1.86 -1.183
C -1.314 1.410 -1.118 0.01 -0.63 -0.54 -0.002
H 5.345 -0.170 -0.198 -0.09 -0.72 -0.76 0.306
H 1.958 -1.744 1.471 1.64 -0.79 -0.91 0.248
H 4.514 -0.596 -1.781 -0.02 1.09 -1.24 0.397
H 0.546 1.857 -2.168 -0.76 -0.67 1.93 0.357
H -4.584 1.938 0.876 0.52 2.28 -1.20 0.463
H -3.585 1.295 2.201 -0.64 -0.06 -0.29 0.341
H 1.873 2.958 0.993 0.22 2.33 0.72 0.342
H 3.282 0.127 0.693 0.22 -1.83 -1.42 -0.251
H -1.966 -0.242 2.165 0.86 1.26 0.85 0.438
H -4.970 0.535 1.204 0.56 -1.09 0.98 0.385
H 3.746 -2.174 1.448 1.21 -0.37 1.49 0.519
H -2.985 -1.286 1.559 -1.49 -1.96 0.22 0.524
H 4.998 -1.970 -0.875 -0.33 2.56 0.77 0.280
H -3.866 0.557 -1.496 -0.14 -0.01 -0.61 0.468
H -2.914 -0.946 -1.390 0.24 -0.07 -0.12 0.387
H -4.540 -0.819 -0.653 1.24 0.51 0.05 0.391
H 2.774 -2.859 0.253 -0.52 -1.36 -0.81 0.442
H -1.416 -1.178 0.740 -1.10 0.72 0.45 0.241
H -1.611 1.197 -2.163 -0.41 -0.06 0.68 0.343
H 2.000 1.142 1.568 0.02 1.12 -0.63 0.291
```
Positions in Å, forces in eV/Å.

=====

Entry 6:
Computed, not measured: a single C2H5NO2 molecule, with ωB97M-V/def2-TZVPD.

Calculated values
Orbital gap, eV: 10.401
Multiplicity: 1
E_HOMO, eV: -9.5984
SMILES: CC(=O)NO
E_tot, a.u.: -284.3761
Total charge: 0

The geometry in XYZ format:
```
10
Properties=species:S:1:pos:R:3:forces:R:3:mulliken_charge:R:1
O 0.199 1.634 0.081 0.05 2.05 -0.43 -0.573
O 2.285 0.025 -0.083 -0.02 2.03 0.62 -0.420
N 0.998 -0.465 0.298 0.18 2.03 -0.49 -0.202
C -1.436 -0.216 -0.022 0.48 -1.11 0.19 -0.736
C -0.043 0.478 0.041 -0.29 -3.46 1.37 0.587
H 2.244 1.044 0.029 -0.34 -2.25 -0.13 0.354
H 0.938 -1.296 -0.226 -0.40 -1.17 -0.55 0.260
H -1.967 0.326 -0.859 0.14 -0.88 1.13 0.263
H -1.979 -0.158 1.016 0.99 0.09 -2.19 0.235
H -1.240 -1.373 -0.275 -0.79 2.68 0.47 0.232
```
Positions in Å, forces in eV/Å.

=====

Entry 7:
Computed, not measured: 2 unconnected molecules or ions with the total composition C4H8ClF2N, with ωB97M-V/def2-TZVPD.

Calculated values
Orbital gap, eV: 10.036
Multiplicity: 1
E_HOMO, eV: -9.3758
E_tot, a.u.: -871.7427
Total charge: 0

The geometry in XYZ format:
```
16
Properties=species:S:1:pos:R:3:forces:R:3:mulliken_charge:R:1
Cl 1.944 2.381 0.095 0.37 -1.12 0.45 -0.183
F 2.599 0.133 -0.985 0.04 0.15 2.40 -0.245
F 2.015 0.028 1.290 2.48 -0.31 0.88 -0.208
N -0.444 0.569 0.844 -2.28 -2.80 1.30 -0.324
C 0.426 0.150 -0.207 -1.56 -1.01 -3.11 -0.332
C 0.227 -1.405 -0.696 4.76 0.63 2.22 -1.275
C -1.867 0.545 0.315 -2.57 1.92 1.33 -0.621
C 1.814 0.558 0.113 -1.19 0.85 -2.91 0.671
H 1.146 -1.811 -1.360 -2.73 1.04 1.21 0.289
H -0.422 -0.193 1.643 0.07 2.12 -1.97 0.304
H 0.182 -2.027 0.230 0.68 0.31 -0.35 0.331
H -0.755 -1.498 -0.968 -2.20 -0.13 -1.94 0.412
H 0.095 0.757 -1.088 0.60 -0.44 0.52 0.429
H -2.680 -0.566 0.855 2.58 3.31 -2.25 0.221
H -1.887 0.805 -0.982 -0.20 -1.28 4.22 0.248
H -2.394 1.573 0.901 1.15 -3.21 -2.00 0.283
```
Positions in Å, forces in eV/Å.